1.
Density functional theory data (ωB97M-V/def2-TZVPD) for a structure of composition C30H30BrCeF5N6O3S2 at a distorted geometry.

```
78
Properties=species:S:1:pos:R:3:mulliken_charge:R:1
Ce 14.00 10.06 10.84 0.70
F 12.38 7.83 17.96 -0.27
C 13.21 8.29 16.99 0.45
C 12.61 9.04 15.94 -0.23
F 11.32 9.43 16.06 -0.29
C 13.33 9.36 14.78 -0.10
F 12.68 9.95 13.72 -0.07
C 14.68 9.01 14.61 0.60
S 15.59 9.45 13.22 -0.35
C 15.28 8.29 15.70 0.16
F 16.62 8.07 15.67 -0.30
C 14.54 7.85 16.80 0.19
F 15.05 7.04 17.76 -0.30
N 11.99 12.97 10.66 0.32
C 13.02 13.12 11.58 0.74
C 12.70 13.66 12.84 -0.74
C 13.66 13.62 13.85 -0.53
C 14.93 13.12 13.55 -0.65
C 15.21 12.68 12.26 -0.31
N 14.22 12.62 11.32 -0.30
C 12.08 12.57 9.32 -0.01
C 11.31 13.21 8.35 -0.73
C 11.46 12.88 7.02 -0.70
C 12.23 11.77 6.71 -0.92
C 12.96 11.17 7.72 -0.15
N 12.93 11.56 9.00 0.51
H 11.15 13.47 10.93 0.32
H 11.69 14.02 12.99 0.38
H 13.44 13.96 14.84 0.46
H 15.74 13.05 14.27 0.44
H 16.19 12.31 11.95 0.56
H 10.64 14.00 8.72 0.44
H 10.93 13.52 6.32 0.45
H 12.45 11.46 5.70 0.51
H 13.67 10.35 7.56 0.55
C 7.52 10.04 8.81 -1.12
N 8.65 10.28 9.69 0.18
C 8.59 11.40 10.58 -1.09
C 9.70 9.38 9.77 0.49
S 10.85 9.58 10.98 -0.53
N 9.70 8.29 8.93 0.08
C 10.28 7.05 9.42 -1.34
C 9.77 8.47 7.47 -0.73
H 6.69 10.66 9.16 0.37
H 7.25 8.98 8.81 0.36
H 7.75 10.42 7.80 0.34
H 7.54 11.62 10.79 0.41
H 9.05 12.26 10.12 0.24
H 9.11 11.18 11.48 0.42
H 11.30 6.87 9.09 0.34
H 9.62 6.25 9.05 0.31
H 10.22 7.14 10.52 0.52
H 9.18 9.34 7.08 0.22
H 9.46 7.56 7.01 0.32
H 10.81 8.67 7.21 0.21
C 13.79 5.69 10.01 -1.38
C 13.78 6.57 11.20 0.87
N 13.91 5.98 12.42 -0.32
O 13.53 7.80 11.10 -0.29
H 12.84 5.21 9.85 0.34
H 14.50 4.87 10.12 0.49
H 14.10 6.25 9.10 0.23
H 14.30 5.05 12.50 0.25
H 13.99 6.59 13.24 0.12
Br 21.30 6.29 8.50 -0.15
C 19.83 7.43 8.61 0.25
C 19.89 8.49 9.50 -0.53
C 18.80 9.26 9.72 -0.41
C 17.60 9.02 8.99 0.07
C 17.57 7.96 8.03 -0.24
C 18.70 7.17 7.86 -0.62
C 16.36 9.68 9.37 1.13
O 15.21 9.23 8.95 -0.55
O 16.30 10.64 10.26 -0.62
H 20.79 8.66 10.08 0.41
H 18.83 10.12 10.40 0.40
H 16.66 7.71 7.47 0.37
H 18.76 6.39 7.07 0.37
```

Calculated values
**Strongest force on any atom**: 3.21 eV/A
**Total charge**: +1
**HOMO level (spin up / spin down)**: -9.71 / -9.72 eV
**Multiplicity**: 2
**Relative energy (zero: lowest compared OMol25 entry of this formula, charge and spin)**: 0.0 kJ/mol
**⟨S²⟩**: 0.751
**Frontier orbital gap (spin up / spin down)**: 7.228 / 7.250 eV

***

2.
Density functional theory data (ωB97M-V/def2-TZVPD) for a structure of composition C12H30ClO2P2SiV at a distorted geometry.

```
49
Properties=species:S:1:pos:R:3:mulliken_charge:R:1
C 1.40 2.81 -0.19 -1.29
C 0.10 2.48 0.38 0.66
H 1.39 3.89 -0.42 0.44
H 1.68 2.31 -1.13 0.32
H 2.21 2.61 0.55 0.13
O -0.78 3.08 0.89 -0.30
Cl 1.38 -2.06 -1.28 -0.31
V 0.68 0.18 -0.41 -0.92
P -0.33 0.88 -2.39 1.46
C -2.07 1.40 -2.20 -1.32
C 0.30 2.33 -3.33 -1.43
H -0.39 2.56 -4.15 0.50
H -0.99 -0.02 -4.55 0.45
H 1.29 2.09 -3.74 0.43
H 0.63 -0.57 -4.05 0.40
H -2.19 1.91 -1.24 0.35
H 0.38 3.21 -2.68 0.43
C -0.39 -0.39 -3.71 -1.20
H -2.30 2.09 -3.02 0.49
H -0.81 -1.35 -3.36 0.29
H -2.74 0.53 -2.25 0.34
P 1.84 -0.10 1.65 1.61
C 0.79 0.12 3.14 -1.29
C 2.58 -1.74 1.90 -1.27
H 3.99 0.98 1.35 0.45
H 3.64 0.65 3.08 0.45
H 2.87 2.05 2.27 0.56
C 3.22 1.02 2.13 -1.61
H 3.38 -1.87 1.17 0.41
H 3.01 -1.83 2.90 0.46
H 1.41 0.42 4.00 0.47
H 0.28 -0.83 3.35 0.35
H 1.86 -2.55 1.75 0.27
H 0.04 0.90 2.96 0.35
C -0.94 0.42 0.58 0.21
O -1.95 0.56 1.18 -0.35
C -0.56 -4.14 -0.78 -1.34
Si -0.76 -2.36 -0.24 1.20
C -2.39 -1.76 -1.02 -1.22
C -0.96 -2.41 1.66 -1.22
H -0.51 -4.23 -1.87 0.38
H -1.45 -4.69 -0.44 0.41
H 0.32 -4.62 -0.33 0.38
H -3.14 -2.56 -0.85 0.49
H -2.75 -0.86 -0.49 0.39
H -2.39 -1.55 -2.09 0.35
H -1.67 -3.23 1.89 0.49
H -0.06 -2.59 2.26 0.35
H -1.42 -1.48 2.02 0.39
```

Calculated values
**Strongest force on any atom**: 6.18 eV/A
**Total charge**: +2
**HOMO level (spin up / spin down)**: -16.29 / -15.85 eV
**Multiplicity**: 3
**Relative energy (zero: lowest compared OMol25 entry of this formula, charge and spin)**: 0.0 kJ/mol
**⟨S²⟩**: 2.498
**Frontier orbital gap (spin up / spin down)**: 7.578 / 7.575 eV

***

3.
Density functional theory data (ωB97M-V/def2-TZVPD) for the molecule CH2N4O3 at a distorted geometry.

```
10
Properties=species:S:1:pos:R:3:mulliken_charge:R:1
O 0.90 1.14 -1.10 -0.37
N 0.06 1.60 -0.08 -0.48
C -0.48 0.54 0.41 0.68
N -1.45 0.38 1.48 -0.23
N -1.59 -0.85 1.51 -0.02
O -1.08 -1.56 0.49 -0.10
N -0.24 -0.70 -0.15 0.20
O 1.03 -1.26 0.01 -0.46
H 1.34 1.91 -1.50 0.36
H 1.51 -1.21 -1.08 0.41
```

Calculated values
**Strongest force on any atom**: 5.50 eV/A
**HOMO level**: -9.54 eV
**Relative energy (zero: lowest compared OMol25 entry of this formula, charge and spin)**: 277.8 kJ/mol
**Frontier orbital gap**: 9.280 eV
**SMILES**: O/N=c1/nnon1O

***

4.
Density functional theory data (ωB97M-V/def2-TZVPD) for a cluster of 2 separate species, C31H28N in total at a distorted geometry.

```
60
Properties=species:S:1:pos:R:3:mulliken_charge:R:1
C -1.69 1.42 -4.94 -0.38
C -2.03 2.51 -4.13 -0.79
C -2.11 2.37 -2.75 -0.30
C -1.97 1.10 -2.15 0.16
C -2.07 0.93 -0.70 0.38
C -1.56 1.93 0.16 -0.59
C -1.72 1.95 1.53 0.14
C -1.04 2.87 2.39 0.46
C -1.10 2.72 3.80 -0.15
C -0.44 3.60 4.65 -0.86
C 0.31 4.66 4.12 -0.37
C 0.40 4.82 2.73 -0.78
C -0.27 3.95 1.88 -0.33
C -2.75 -0.25 -0.17 0.29
C -2.21 -1.00 0.90 -0.26
C -2.86 -2.15 1.35 -0.95
C -4.12 -2.50 0.84 -0.36
C -4.69 -1.73 -0.19 -0.86
C -3.99 -0.66 -0.72 -0.13
C -1.69 -0.01 -2.99 -0.12
C -1.49 0.16 -4.36 -0.73
H -1.59 1.54 -6.02 0.40
H -2.24 3.48 -4.58 0.41
H -2.33 3.23 -2.11 0.28
H -1.03 2.74 -0.35 0.69
H -2.38 1.24 2.01 0.53
H -1.67 1.88 4.21 0.38
H -0.48 3.45 5.73 0.41
H 0.86 5.33 4.78 0.41
H 0.99 5.63 2.30 0.41
H -0.21 4.09 0.80 0.34
H -1.26 -0.69 1.33 0.56
H -2.39 -2.77 2.11 0.43
H -4.64 -3.37 1.22 0.44
H -5.68 -1.97 -0.58 0.43
H -4.39 -0.09 -1.56 0.51
H -1.57 -0.99 -2.53 0.44
H -1.18 -0.69 -4.97 0.40
C -5.00 1.65 4.30 -1.73
C -4.90 2.82 3.41 0.50
C -4.57 2.95 2.05 -1.14
C -4.70 4.33 1.69 1.03
C -5.05 5.01 2.89 0.66
C -5.32 6.37 2.95 -1.11
C -5.21 7.10 1.76 -0.67
C -4.87 6.45 0.56 -0.69
C -4.62 5.07 0.51 -0.55
N -5.17 4.07 3.89 0.23
C -5.57 4.36 5.25 -0.96
H -4.80 0.75 3.71 0.30
H -4.27 1.71 5.12 0.34
H -6.00 1.59 4.75 0.45
H -4.29 2.16 1.37 0.99
H -5.64 6.81 3.89 0.27
H -5.41 8.17 1.77 0.38
H -4.81 7.05 -0.35 0.38
H -4.36 4.55 -0.41 0.45
H -5.75 5.43 5.32 0.31
H -6.50 3.83 5.51 0.31
H -4.80 4.08 5.98 0.29
```

Calculated values
**Strongest force on any atom**: 1.66 eV/A
**Total charge**: +1
**HOMO level**: -9.89 eV
**Relative energy (zero: lowest compared OMol25 entry of this formula, charge and spin)**: 83.5 kJ/mol
**Frontier orbital gap**: 4.649 eV